Density functional theory data (ωB97M-V with the def2-TZVPD basis set) for a 18-piece molecular cluster, C42H80Br34F9N4OS overall at a distorted geometry.

Properties
total charge = +1
E_LUMO = -2.23 eV
gap between HOMO and LUMO = 8.75 eV

Geometry (Å):
O: 6.67475 0.35075 -1.29196
C: 5.75944 -0.49708 -0.61648
C: 5.66890 -0.08180 0.87045
C: 4.54844 0.85734 1.00901
N: 4.16989 1.69540 0.15024
C: 3.07856 2.34030 0.69523
N: 2.33442 3.26178 0.17257
C: 1.20704 3.82344 0.88578
C: 0.05493 2.81322 0.87298
C: -1.11994 3.46641 1.56808
F: -0.65652 3.91887 2.73443
F: -1.46625 4.43905 0.76425
C: -2.23515 2.43366 1.73917
F: -2.77088 2.27129 0.55761
F: -1.79172 1.26644 2.08422
S: -3.60313 2.92770 2.96336
F: -2.60659 2.78587 4.16456
F: -3.30288 4.43896 2.77678
F: -4.67782 2.96588 1.82499
F: -3.97126 1.40622 3.15869
F: -4.71277 3.30108 3.97965
N: 2.93105 1.84085 1.87382
N: 3.83644 0.89175 2.08881
H: 6.56711 1.23042 -0.92200
H: 6.04333 -1.53139 -0.71887
H: 4.79444 -0.37659 -1.09533
H: 5.45203 -0.99086 1.41321
H: 6.60157 0.34540 1.20565
H: 2.54867 3.59109 -0.75288
H: 0.93561 4.75699 0.42333
H: 1.50250 4.02938 1.90628
H: -0.22909 2.65486 -0.15277
H: 0.40465 1.92536 1.37006
H: 2.24156 2.05574 2.56691
H: 3.92308 0.30421 2.92326
Br: 0.96118 -1.42025 7.22556
C: 2.68038 -0.51924 7.19967
C: 2.93303 0.12818 5.86772
Br: 3.44378 -1.19707 4.51908
H: 3.43151 -1.25761 7.46243
H: 2.62397 0.23202 7.98366
H: 3.77456 0.81584 5.92594
H: 2.06335 0.65247 5.48492
Br: 6.29371 4.00102 -0.80928
C: 6.53630 4.11312 -2.73742
C: 5.23817 4.32582 -3.46531
Br: 4.17544 2.69315 -3.61449
H: 7.04992 3.20703 -3.04186
H: 7.19178 4.96788 -2.88485
H: 5.43380 4.61926 -4.49364
H: 4.60366 5.06699 -2.99379
Br: 4.76470 -0.21392 -7.43353
C: 4.64756 1.71937 -7.60039
C: 6.00692 2.34869 -7.74799
Br: 6.93536 2.38805 -6.04060
H: 4.11247 2.07410 -6.72518
H: 4.04648 1.89880 -8.48897
H: 5.91203 3.38724 -8.05670
H: 6.65250 1.82518 -8.44441
Br: 2.08105 5.17213 -5.62862
C: 1.93359 7.11317 -5.72448
C: 3.28628 7.76598 -5.77376
Br: 4.10347 7.75102 -4.00678
H: 1.34966 7.42672 -4.86524
H: 1.37316 7.31451 -6.63443
H: 3.19877 8.81448 -6.04819
H: 3.97490 7.27514 -6.45274
Br: -7.39525 -4.71161 -1.41044
C: -7.71020 -2.79573 -1.40339
C: -9.18041 -2.48035 -1.35907
Br: -10.02206 -2.74721 -3.09305
H: -7.21384 -2.39089 -2.27926
H: -7.21613 -2.43258 -0.51155
H: -9.33827 -1.43189 -1.12413
H: -9.72159 -3.09425 -0.64753
Br: -5.35253 0.97190 7.36521
C: -5.87879 0.31325 5.61012
C: -7.04159 -0.63888 5.69552
Br: -6.48338 -2.38678 6.33099
H: -4.99681 -0.13949 5.16775
H: -6.15390 1.20052 5.04384
H: -7.46271 -0.81562 4.70769
H: -7.82510 -0.29616 6.36248
Br: 4.17462 -5.27848 6.09677
C: 2.58126 -6.21696 6.70891
C: 1.58561 -5.26712 7.31446
Br: 2.11498 -4.71747 9.10357
H: 2.91197 -6.98296 7.40125
H: 2.16750 -6.68742 5.82027
H: 0.62041 -5.75233 7.43992
H: 1.45933 -4.36082 6.73152
Br: -7.96026 -10.98849 -3.49981
C: -8.06614 -9.25100 -2.63167
C: -6.91603 -8.36544 -3.02390
Br: -5.27903 -8.87682 -2.10173
H: -8.11256 -9.43442 -1.56392
H: -9.00714 -8.82091 -2.96629
H: -7.10022 -7.33952 -2.72397
H: -6.70145 -8.39140 -4.08650
Br: 5.85933 8.60473 2.48033
C: 6.28898 8.84560 0.59867
C: 5.05770 9.13709 -0.21464
Br: 4.00839 7.52456 -0.51677
H: 6.80590 7.94833 0.27570
H: 6.97415 9.68924 0.56669
H: 5.32887 9.49135 -1.20704
H: 4.39899 9.85809 0.25612
Br: 1.04243 -6.99687 -2.85012
C: -0.52607 -8.11149 -2.54347
C: -1.34186 -8.30862 -3.79712
Br: -2.43492 -6.77341 -4.26362
H: -1.08130 -7.65333 -1.73252
H: -0.12660 -9.06745 -2.21335
H: -2.05496 -9.11711 -3.65042
H: -0.72918 -8.52098 -4.66624
Br: 5.35593 -4.20575 -6.34145
C: 5.56838 -4.07783 -8.27238
C: 6.99524 -4.31159 -8.68716
Br: 8.10691 -2.75649 -8.32489
H: 5.19717 -3.10209 -8.56722
H: 4.92042 -4.84888 -8.68253
H: 7.05898 -4.46495 -9.76176
H: 7.45144 -5.15168 -8.17543
Br: -3.00382 2.10579 -3.57662
C: -2.59881 3.87003 -2.86350
C: -1.30698 4.40580 -3.41684
Br: 0.22318 3.54919 -2.57389
H: -2.58879 3.77785 -1.78235
H: -3.43136 4.50106 -3.16468
H: -1.20449 5.46568 -3.19160
H: -1.20108 4.25307 -4.48596
Br: -8.30060 -3.30153 3.26681
C: -9.41156 -4.84125 3.69440
C: -8.85401 -5.60712 4.86364
Br: -7.31768 -6.68140 4.34572
H: -9.48767 -5.43517 2.79025
H: -10.38866 -4.43128 3.93869
H: -9.58790 -6.31712 5.23736
H: -8.52927 -4.96302 5.67507
Br: -1.84860 7.45496 1.37227
C: -0.06238 8.20701 1.15337
C: 0.23809 8.53368 -0.28573
Br: 0.68790 6.93399 -1.31511
H: 0.64079 7.49756 1.57670
H: -0.06988 9.11067 1.75739
H: 1.12184 9.16314 -0.35975
H: -0.59146 9.01738 -0.78923
Br: -7.92936 -4.77907 8.86803
C: -7.52073 -3.12345 9.80705
C: -7.07417 -3.38577 11.21902
Br: -8.57477 -3.82775 12.37564
H: -8.40842 -2.50286 9.75191
H: -6.72178 -2.66047 9.23294
H: -6.63520 -2.48947 11.65062
H: -6.36756 -4.20501 11.29284
Br: 2.22914 0.79321 -1.59557
C: 1.49241 0.32188 -3.34631
C: 0.19687 -0.44700 -3.27957
Br: 0.55865 -2.30134 -2.80412
H: 2.26883 -0.23712 -3.85967
H: 1.34485 1.28020 -3.84255
H: -0.26993 -0.48418 -4.26105
H: -0.51477 -0.05375 -2.56126
Br: 5.79492 -4.03080 -2.76019
C: 4.20085 -4.98627 -2.18098
C: 3.23737 -4.07080 -1.48048
Br: 3.81944 -3.66886 0.33797
H: 4.53336 -5.80936 -1.55812
H: 3.75517 -5.37935 -3.09201
H: 2.26709 -4.54875 -1.36756
H: 3.11238 -3.11970 -1.98784

Force components x, y, z for each atom (eV/Å):
O 0.35 -0.45 -0.04
C 0.32 1.01 0.06
C -0.36 -1.14 -1.29
C 2.53 -2.07 0.84
N -1.54 3.29 -2.76
C 2.76 -0.75 -1.73
N -0.40 1.58 -0.46
C -0.01 -0.62 -0.13
C 0.46 0.76 0.12
C 2.12 -2.35 -0.47
F -0.37 0.80 1.30
F -1.33 1.67 -0.42
C -1.20 1.52 0.53
F -0.85 0.11 -1.75
F 1.25 -1.46 1.19
S -0.50 -1.44 -0.12
F 0.90 0.39 0.31
F 0.50 0.94 -0.18
F -0.39 0.53 -0.74
F -0.13 -0.86 0.06
F -0.73 0.32 0.72
N -2.50 0.26 3.46
N 0.14 -0.96 1.95
H -0.08 0.31 -0.22
H 0.45 -0.23 -0.06
H -0.42 -0.20 0.06
H -0.01 -0.13 0.59
H 0.33 0.10 0.13
H 0.19 -0.11 -0.22
H -0.08 0.27 -0.20
H 0.15 0.24 0.29
H -0.02 -0.58 -0.27
H -0.31 -0.60 -0.01
H -0.20 0.03 0.20
H -0.46 0.21 -0.03
Br 0.02 -0.01 -0.05
C -0.30 -0.11 0.16
C 0.33 0.10 -0.05
Br -0.14 -0.14 0.22
H 0.04 0.00 -0.04
H 0.05 0.07 -0.05
H 0.04 -0.04 0.05
H -0.08 -0.07 0.04
Br 0.04 0.02 0.04
C 0.04 0.07 -0.02
C -0.10 -0.21 -0.28
Br 0.13 0.29 0.24
H -0.04 -0.04 0.00
H -0.02 0.02 -0.06
H 0.06 0.05 0.01
H 0.00 0.02 0.03
Br -0.01 0.01 0.15
C -0.10 -0.21 -0.25
C -0.05 0.20 0.19
Br 0.24 -0.03 -0.10
H 0.06 0.07 0.04
H 0.04 0.04 -0.03
H -0.03 0.01 0.00
H -0.05 -0.09 -0.01
Br 0.01 0.07 0.12
C -0.13 -0.20 -0.29
C 0.09 0.20 0.19
Br 0.01 0.04 -0.11
H 0.04 0.02 0.05
H 0.05 0.04 -0.03
H -0.05 0.01 0.00
H -0.04 -0.06 -0.03
Br 0.06 -0.06 -0.03
C 0.00 -0.17 0.06
C -0.09 0.15 -0.24
Br -0.01 -0.06 0.06
H -0.08 0.02 -0.04
H 0.03 0.07 0.19
H 0.04 0.06 0.04
H 0.06 -0.04 0.04
Br 0.05 -0.05 -0.04
C -0.07 0.23 0.10
C 0.11 -0.23 -0.13
Br 0.04 0.04 0.13
H -0.05 -0.04 0.00
H -0.03 -0.03 -0.01
H 0.01 0.02 -0.02
H 0.02 0.08 0.02
Br 0.02 -0.02 0.06
C 0.07 0.08 -0.26
C -0.11 -0.07 0.26
Br 0.03 0.07 -0.05
H 0.00 0.02 0.06
H -0.04 0.02 0.00
H 0.01 -0.06 -0.03
H 0.04 0.00 -0.04
Br 0.02 -0.01 0.08
C -0.14 -0.12 -0.24
C 0.17 0.06 0.18
Br 0.03 -0.04 -0.04
H 0.05 0.03 0.03
H 0.02 0.06 -0.01
H -0.08 0.08 0.03
H -0.03 -0.07 -0.03
Br 0.00 -0.08 -0.04
C 0.04 0.18 0.24
C 0.12 -0.18 -0.22
Br 0.03 0.13 0.23
H -0.04 -0.03 -0.05
H -0.02 0.03 -0.03
H 0.04 -0.01 -0.01
H 0.02 0.01 0.07
Br -0.05 0.10 -0.01
C 0.11 -0.10 -0.11
C -0.24 0.02 0.05
Br 0.13 0.11 0.04
H -0.09 0.04 -0.06
H -0.02 -0.02 -0.01
H 0.04 -0.04 0.06
H 0.08 -0.04 0.04
Br 0.03 0.14 -0.05
C -0.16 -0.25 0.17
C 0.11 0.23 -0.17
Br 0.01 -0.05 0.06
H 0.06 0.03 -0.05
H 0.04 -0.02 -0.05
H -0.05 -0.01 -0.01
H -0.04 -0.03 0.05
Br 0.05 -0.04 0.10
C -0.15 -0.11 -0.17
C 0.06 0.25 0.15
Br 0.02 -0.04 -0.26
H 0.04 0.05 0.02
H 0.02 0.04 -0.02
H -0.02 0.00 0.06
H -0.01 -0.07 -0.01
Br -0.04 -0.02 -0.30
C -0.09 0.20 0.12
C 0.07 -0.25 -0.04
Br 0.03 0.08 0.04
H 0.06 -0.06 0.01
H 0.00 0.00 0.05
H -0.05 0.02 -0.03
H -0.02 0.06 -0.02
Br 0.13 0.10 -0.02
C -0.30 0.06 0.05
C 0.29 -0.09 -0.04
Br -0.42 0.03 -0.08
H 0.05 -0.01 -0.02
H 0.07 0.05 -0.06
H 0.06 0.00 0.06
H -0.06 -0.05 -0.01
Br -0.07 -0.02 0.03
C 0.18 -0.12 -0.17
C -0.19 0.12 0.20
Br 0.04 -0.06 -0.01
H -0.03 0.00 0.06
H 0.02 0.01 0.02
H 0.01 0.04 -0.05
H 0.01 -0.02 -0.06
Br -0.75 -1.07 -0.95
C -0.17 0.23 0.00
C 0.24 -0.23 -0.03
Br -0.27 0.06 0.05
H 0.03 -0.02 0.02
H -0.03 -0.03 0.02
H 0.04 0.04 -0.03
H 0.06 0.06 0.05
Br 0.00 -0.03 0.12
C 0.15 0.10 -0.17
C -0.06 -0.05 0.12
Br 0.02 0.11 0.02
H -0.03 -0.02 0.04
H -0.06 0.02 -0.01
H 0.00 -0.05 0.01
H 0.08 -0.05 0.02

Atom charges from the Mulliken analysis, given in e for atoms 1 to 4: -0.57, 0.19, -0.81, 0.50